Record 1
Computed, not measured: 2 unconnected molecules or ions with the total composition C3H11N2O, with the ωB97M-V functional and the def2-TZVPD basis.

Properties
E = -8308.98169 eV
net charge = +1
relative energy (zero: lowest compared OMol25 entry of this formula, charge and spin) = 64.81 kcal per mole
LUMO level = -4.45 eV

Structure (XYZ):
```
17
C3H11N2O (the ωB97M-V functional and the def2-TZVPD basis)
C 0.862 1.884 1.952
C 1.869 0.674 1.373
N -0.122 0.041 -1.751
C 0.298 0.684 -0.668
N 1.405 0.285 0.018
H -0.221 1.899 2.182
H 0.861 2.661 1.152
H 1.386 2.227 2.950
H 2.003 -0.082 2.011
H 2.946 1.050 1.241
H 0.254 -0.903 -1.844
H -0.973 0.337 -2.164
H -0.453 1.105 0.053
H 2.084 -0.378 -0.468
H -3.640 -3.823 -1.299
H -4.736 -4.034 -2.482
O -3.822 -3.626 -2.257
```

Taken from the natural (NBO) analysis, the atomic charges in e are: -0.679 -0.192 -0.723 0.378 -0.502 0.246 0.217 0.263 0.219 0.231 0.432 0.440 0.249 0.422 0.473 0.488 -0.961

Record 2
Computed, not measured: 2 unconnected molecules or ions with the total composition C3H11N2O2, with the ωB97M-V functional and the def2-TZVPD basis.

Properties
E = -10358.31781 eV
net charge = +1
relative energy (zero: lowest compared OMol25 entry of this formula, charge and spin) = 33.08 kcal per mole
LUMO level = -3.15 eV

Structure (XYZ):
```
18
C3H11N2O2 (the ωB97M-V functional and the def2-TZVPD basis)
O -2.612 -1.440 0.932
C -1.928 -1.737 1.864
O -0.676 -2.166 1.723
H -2.253 -1.648 2.909
H -0.373 -2.609 2.537
C 1.208 1.245 -1.181
N 2.577 1.152 -0.709
C 0.345 0.348 -0.290
N -1.000 0.152 -0.919
H 1.140 0.890 -2.214
H 0.795 2.261 -1.115
H 3.138 1.914 -1.064
H 2.608 1.197 0.301
H 0.220 0.810 0.685
H 0.809 -0.625 -0.155
H -1.663 -0.376 -0.334
H -1.464 1.021 -1.198
H -0.873 -0.391 -1.772
```

Taken from the natural (NBO) analysis, the atomic charges in e are: -0.599 0.665 -0.678 0.131 0.514 -0.230 -0.817 -0.231 -0.680 0.194 0.179 0.384 0.360 0.219 0.243 0.471 0.436 0.437

Record 3
Computed, not measured: 3 unconnected molecules or ions with the total composition C3H11N2O2, with the ωB97M-V functional and the def2-TZVPD basis.

Properties
E = -10355.38134 eV
net charge = +1
relative energy (zero: lowest compared OMol25 entry of this formula, charge and spin) = 100.79 kcal per mole
LUMO level = -8.33 eV

Structure (XYZ):
```
18
C3H11N2O2 (the ωB97M-V functional and the def2-TZVPD basis)
N 0.546 -2.978 1.743
C -0.714 0.468 0.848
C -0.840 1.641 1.683
C -0.207 0.449 -0.510
N -0.320 1.540 -1.280
O 0.225 -0.624 -0.934
H 1.460 -3.301 2.028
H -0.043 -3.803 1.707
H 0.586 -2.593 0.808
H -0.901 -0.497 1.327
H -0.797 1.317 2.719
H 0.140 2.212 1.550
H -1.644 2.379 1.521
H -0.653 2.361 -0.792
H -0.104 1.478 -2.282
H 0.977 -0.214 -2.604
H 1.291 -0.184 -4.139
O 0.998 0.350 -3.393
```

Taken from the natural (NBO) analysis, the atomic charges in e are: -1.096 0.404 -0.807 0.472 -0.721 -0.500 0.376 0.373 0.360 0.275 0.293 0.325 0.352 0.404 0.485 0.487 0.503 -0.985

Record 4
Computed, not measured: 2 unconnected molecules or ions with the total composition C3H11N2O2, with the ωB97M-V functional and the def2-TZVPD basis.

Properties
E = -10357.97374 eV
net charge = +1
relative energy (zero: lowest compared OMol25 entry of this formula, charge and spin) = 41.01 kcal per mole
LUMO level = -3.53 eV

Structure (XYZ):
```
18
C3H11N2O2 (the ωB97M-V functional and the def2-TZVPD basis)
N -0.137 1.622 1.752
C 0.344 0.655 0.755
C 0.451 -0.754 1.305
N 0.265 -1.766 0.491
C 0.062 -1.795 -0.944
O 0.765 -0.791 2.492
H -0.225 2.583 1.418
H 0.483 1.638 2.595
H -1.059 1.374 2.119
H -0.325 0.812 -0.122
H 1.331 0.858 0.319
H 0.495 -2.720 0.754
H -0.363 -0.960 -1.492
H -0.510 -2.710 -1.136
H 0.974 -1.893 -1.549
H -1.339 1.811 -3.173
H -0.365 0.715 -3.088
O -0.848 1.321 -2.494
```

Taken from the natural (NBO) analysis, the atomic charges in e are: -0.661 -0.345 0.644 -0.568 -0.447 -0.619 0.449 0.469 0.450 0.260 0.264 0.432 0.225 0.232 0.210 0.489 0.474 -0.958

Record 5
Computed, not measured: 4 unconnected molecules or ions with the total composition C3H11N2O3, with the ωB97M-V functional and the def2-TZVPD basis.

Properties
E = -12406.35598 eV
net charge = +1
relative energy (zero: lowest compared OMol25 entry of this formula, charge and spin) = 18.04 kcal per mole
LUMO level = -2.63 eV

Structure (XYZ):
```
19
C3H11N2O3 (the ωB97M-V functional and the def2-TZVPD basis)
C 0.682 0.144 1.506
C 2.028 0.167 1.354
N 2.444 -1.133 1.196
C 1.404 -1.948 1.343
N 0.325 -1.184 1.476
H -0.044 0.927 1.420
H 2.734 0.968 1.443
H 3.388 -1.439 1.297
H 1.321 -3.021 1.334
H -0.596 -1.558 1.460
H -2.897 -0.312 1.782
H -2.514 -0.083 0.379
O -2.108 -0.144 1.255
H -2.786 1.452 -3.605
H -1.696 2.441 -3.958
O -1.852 1.634 -3.455
H -0.674 1.247 -1.967
H 0.623 0.851 -2.560
O 0.219 0.991 -1.699
```

Taken from the natural (NBO) analysis, the atomic charges in e are: -0.024 -0.045 -0.452 0.243 -0.442 0.281 0.257 0.448 0.251 0.467 0.491 0.489 -0.966 0.486 0.488 -0.963 0.493 0.473 -0.976

Record 6
Computed, not measured: 2 unconnected molecules or ions with the total composition C3H11N2O3, with the ωB97M-V functional and the def2-TZVPD basis.

Properties
E = -12405.75269 eV
net charge = +1
relative energy (zero: lowest compared OMol25 entry of this formula, charge and spin) = 31.95 kcal per mole
LUMO level = -3.31 eV

Structure (XYZ):
```
19
C3H11N2O3 (the ωB97M-V functional and the def2-TZVPD basis)
N -1.934 -0.580 1.268
C -0.749 -0.125 0.483
C 0.016 -1.173 -0.346
O -0.648 -1.351 -1.598
C 0.052 0.815 1.405
N 1.077 1.469 0.858
O -0.360 0.950 2.539
H -2.599 0.189 1.372
H -2.392 -1.352 0.798
H -1.777 -0.837 2.246
H -1.187 0.464 -0.294
H 0.959 -0.649 -0.451
H 0.212 -2.203 -0.064
H -0.468 -0.589 -2.163
H 1.644 2.011 1.490
H 1.263 1.386 -0.126
H 2.036 1.126 -2.863
H 2.899 0.120 -2.242
O 1.955 0.331 -2.312
```

Taken from the natural (NBO) analysis, the atomic charges in e are: -0.660 -0.172 -0.103 -0.706 0.652 -0.795 -0.608 0.449 0.447 0.466 0.239 0.210 0.233 0.483 0.435 0.421 0.485 0.490 -0.967

Record 7
Computed, not measured: 2 unconnected molecules or ions with the total composition C3H11N2OS, with the ωB97M-V functional and the def2-TZVPD basis.

Properties
E = -19152.08748 eV
net charge = -1
relative energy (zero: lowest compared OMol25 entry of this formula, charge and spin) = 36.31 kcal per mole
LUMO level = 3.94 eV

Structure (XYZ):
```
18
C3H11N2OS (the ωB97M-V functional and the def2-TZVPD basis)
C 0.701 0.460 -1.160
C -0.374 -0.088 -2.166
S -1.043 -1.748 -1.564
N -0.098 0.825 0.005
C 0.698 0.797 1.211
N 1.520 -0.474 1.557
H 1.172 1.340 -1.584
H 1.496 -0.314 -1.083
H -1.303 0.482 -2.189
H -0.187 -0.249 -3.219
H -0.974 0.191 0.029
H 1.414 1.643 1.270
H 0.151 1.065 2.127
H 2.404 -0.056 1.190
H 1.368 -1.255 0.920
H -2.422 -0.094 1.236
H -2.093 -1.692 1.590
O -2.428 -0.833 1.829
```

Taken from the natural (NBO) analysis, the atomic charges in e are: -0.247 -0.525 -0.768 -0.678 -0.052 -0.870 0.162 0.172 0.188 0.198 0.394 0.143 0.177 0.331 0.373 0.487 0.505 -0.989

Record 8
Computed, not measured: 2 unconnected molecules or ions with the total composition C3H11N2S, with the ωB97M-V functional and the def2-TZVPD basis.

Properties
E = -17105.60089 eV
net charge = -1
relative energy (zero: lowest compared OMol25 entry of this formula, charge and spin) = 0.00 kcal per mole
LUMO level = 4.20 eV

Structure (XYZ):
```
17
C3H11N2S (the ωB97M-V functional and the def2-TZVPD basis)
C 0.291 -0.598 3.278
S 0.889 -0.554 1.560
H -0.417 0.210 3.480
H -0.230 -1.527 3.530
H 1.114 -0.516 3.988
C -0.870 0.627 -1.268
C 0.356 -0.065 -1.850
N 1.484 0.872 -1.915
N -1.734 -0.377 -0.654
H -0.492 1.347 -0.532
H -1.419 1.152 -2.056
H 0.561 -0.930 -1.204
H 0.159 -0.487 -2.841
H 2.253 0.461 -2.427
H 1.822 1.013 -0.966
H -1.202 -0.698 0.166
H -2.566 0.071 -0.288
```

Taken from the natural (NBO) analysis, the atomic charges in e are: -0.731 -0.736 0.170 0.169 0.171 -0.223 -0.225 -0.858 -0.877 0.181 0.160 0.196 0.162 0.338 0.374 0.399 0.332

Listing largest force on an atom for the structures above in their given order: 6.22, 0.92, 2.97, 3.16, 1.35, 1.14, 2.87, 0.45 eV/A.
Listing Kohn-Sham gap for the structures above in their given order: 9.34, 10.16, 5.00, 10.35, 11.28, 11.08, 6.65, 6.78 eV.